[1]
This record from the OMol25 dataset describes a single C7H16SSi molecule. The level of theory is ωB97M-V with the def2-TZVPD basis set.

```
! wB97M-V def2-TZVPD RIJCOSX def2/J DEFGRID3
* xyz 0 1
C -0.77 5.00 -0.29
C -0.61 3.69 0.02
S 0.67 2.66 -0.72
C 0.25 1.12 0.01
C 0.78 -0.07 -0.72
Si 0.21 -1.68 0.04
C 1.11 -3.13 -0.73
C -1.60 -1.86 -0.41
C 0.63 -1.58 1.89
H -1.55 5.60 0.14
H -0.02 5.46 -0.88
H -1.34 3.19 0.62
H 0.56 1.13 1.08
H -0.84 1.07 -0.01
H 1.88 -0.01 -0.78
H 0.50 -0.07 -1.78
H 0.86 -4.05 -0.18
H 2.18 -3.00 -0.63
H 0.85 -3.19 -1.77
H -2.20 -1.28 0.28
H -1.73 -1.43 -1.39
H -1.99 -2.89 -0.50
H 0.83 -0.56 2.18
H 1.53 -2.16 2.04
H -0.19 -1.96 2.50
*
```

Total energy, eV: -26231.3983
SMILES: C=CSCC[Si](C)(C)C

Want to see where the charge sits? The Löwdin charges in e are: C -0.081; C -0.469; S 0.884; C -0.648; C -0.349; Si 0.510; C -0.186; C -0.179; C -0.158; H 0.046; H 0.033; H 0.050; H 0.076; H 0.069; H 0.082; H 0.083; H 0.035; H 0.028; H 0.025; H 0.023; H 0.025; H 0.039; H 0.008; H 0.022; H 0.034

[2]
This record from the OMol25 dataset describes a single C4H5NO3 molecule. The level of theory is ωB97M-V with the def2-TZVPD basis set.

```
! wB97M-V def2-TZVPD RIJCOSX def2/J DEFGRID3
* xyz 0 1
O 2.78 -0.19 1.03
C 1.85 0.39 0.34
C 0.33 -0.11 0.27
N 0.11 -1.30 0.53
O 1.02 -1.86 1.36
C -0.71 0.76 -0.46
C -2.02 0.11 -0.98
O -1.17 0.96 -1.79
H 2.10 1.39 -0.27
H 1.89 -1.18 1.54
H -0.87 1.57 0.33
H -2.12 -0.98 -1.19
H -3.21 0.44 -0.69
*
```

Total energy, eV: -11855.4648
SMILES: O=C/C(=N\O)[C@@H]1CO1

Want to see where the charge sits? The Löwdin charges in e are: O -0.004; C -0.023; C -0.235; N 0.054; O -0.068; C -0.251; C -0.112; O -0.044; H 0.166; H 0.095; H 0.157; H 0.100; H 0.165

[3]
This record from the OMol25 dataset describes a gas-phase ion, C6H14NO (charge +1). The level of theory is ωB97M-V with the def2-TZVPD basis set.

```
! wB97M-V def2-TZVPD RIJCOSX def2/J DEFGRID3
* xyz 1 1
N 1.21 -1.90 -1.05
C 0.55 -0.90 -0.20
C 1.35 0.42 -0.19
C 0.67 1.49 0.70
C -0.83 1.26 0.94
O -0.97 0.45 2.11
C -1.58 0.55 -0.16
C -0.88 -0.72 -0.70
H 2.09 -2.22 -0.66
H 1.38 -1.54 -2.01
H 0.63 -2.73 -1.09
H 0.48 -1.20 0.84
H 1.45 0.84 -1.20
H 2.37 0.25 0.18
H 1.16 1.48 1.65
H 0.79 2.48 0.25
H -1.31 2.23 1.19
H -1.90 0.47 2.39
H -2.59 0.32 0.17
H -1.69 1.26 -0.97
H -0.88 -0.70 -1.82
H -1.49 -1.59 -0.37
*
```

Total energy, eV: -9980.2448
SMILES: [NH3+][C@H]1CC[C@H](O)CC1

Want to see where the charge sits? The Löwdin charges in e are: N 0.228; C -0.312; C -0.120; C -0.101; C -0.389; O -0.036; C -0.127; C -0.126; H 0.173; H 0.193; H 0.170; H 0.159; H 0.123; H 0.123; H 0.118; H 0.131; H 0.161; H 0.116; H 0.125; H 0.124; H 0.132; H 0.133

Calculated HOMO-LUMO gap, 9.00, 9.14, 10.08 eV (same order as the records).
Calculated energy relative to the best compared isomer or geometry (same formula, charge and spin), 0.0, 150.7, 0.0 kcal/mol (same order as the records).
Calculated LUMO, 0.9, -0.9, -3.5 eV (same order as the records).